<A>
DFT (wB97M-V/def2-TZVPD) results for a molecular structure, C4H13O3.

Its net charge is -1. As for the multiplicity: 1. The LUMO energy is 3.920 eV.

CARTESIAN COORDINATES (ANGSTROEM)
C: 0.320 1.258 1.132
O: 1.173 1.438 0.083
C: -1.169 1.288 0.723
C: -1.467 0.311 -0.447
C: -2.699 -0.580 -0.214
H: 0.424 0.224 1.554
H: 0.414 1.876 2.024
H: -1.466 2.313 0.443
H: -1.824 0.940 1.511
H: -0.653 -0.408 -0.557
H: -1.451 0.907 -1.358
H: -3.221 -0.780 -1.149
H: -3.431 -0.168 0.482
H: -2.344 -1.514 0.236
H: 1.495 -1.968 -0.604
H: 0.253 -2.397 0.172
O: 0.944 -2.766 -0.388
H: 1.711 0.431 -0.507
H: 3.285 0.114 -0.777
O: 2.487 -0.406 -0.736

<B>
DFT (wB97M-V/def2-TZVPD) results for 3 unconnected molecules or ions with the total composition C4H13O3.

Its net charge is -1. As for the multiplicity: 1. The LUMO energy is 3.843 eV.

CARTESIAN COORDINATES (ANGSTROEM)
C: 0.671 -0.041 0.229
O: 0.866 -0.414 -1.072
C: -0.503 1.028 0.302
C: -1.785 0.275 0.548
C: -3.053 0.887 -0.041
H: 0.460 -0.917 0.868
H: 1.664 0.307 0.622
H: -0.618 1.550 -0.678
H: -0.210 1.775 1.034
H: -1.990 0.226 1.616
H: -1.711 -0.770 0.207
H: -3.977 0.350 0.036
H: -2.898 1.348 -1.017
H: -3.139 1.818 0.524
H: 2.807 -1.256 0.427
H: 1.910 -2.374 0.233
O: 2.570 -2.092 0.872
H: 2.251 -0.352 -1.275
H: 3.319 -0.860 -2.167
O: 3.366 -0.490 -1.269

Least stable structure: <B>

<A>
DFT (wB97M-V/def2-TZVPD) results for a single C4H9N molecule.

As for the multiplicity: 1. As for the SMILES: C=CCNC. The LUMO energy is 1.205 eV.

CARTESIAN COORDINATES (ANGSTROEM)
C: -2.158 -0.415 0.062
C: -1.178 0.283 -0.503
C: -0.045 0.949 0.241
N: 1.230 0.564 -0.338
C: 1.609 -0.801 -0.036
H: -2.941 -0.881 -0.520
H: -2.202 -0.534 1.147
H: -1.145 0.419 -1.582
H: -0.125 0.716 1.313
H: -0.124 2.035 0.135
H: 1.944 1.206 -0.005
H: 1.585 -1.047 1.046
H: 0.929 -1.496 -0.543
H: 2.622 -0.996 -0.415

<B>
DFT (wB97M-V/def2-TZVPD) results for a single C4H9N molecule.

As for the multiplicity: 1. As for the SMILES: C[C@H]1C[C@H]1N. The LUMO energy is 1.148 eV.

CARTESIAN COORDINATES (ANGSTROEM)
C: -1.705 -0.141 0.109
C: -0.390 0.394 0.723
C: 0.767 -0.587 0.958
C: 0.900 0.449 -0.142
N: 0.895 -0.034 -1.522
H: -2.563 0.692 0.114
H: -2.008 -1.196 0.799
H: -1.377 -0.559 -1.011
H: -0.478 1.244 1.402
H: 1.396 -0.385 1.808
H: 0.509 -1.658 0.705
H: 1.578 1.312 0.032
H: 0.639 0.767 -2.099
H: 1.837 -0.297 -1.877

<C>
DFT (wB97M-V/def2-TZVPD) results for 2 unconnected molecules or ions with the total composition C4H9N.

As for the multiplicity: 1. As for the SMILES: C=CC.C=N. The LUMO energy is 0.947 eV.

CARTESIAN COORDINATES (ANGSTROEM)
C: 1.607 -1.503 0.417
C: 1.807 -0.174 0.571
C: 1.613 0.815 -0.432
H: 1.291 -2.197 1.269
H: 1.833 -2.029 -0.529
H: 1.928 0.025 1.635
H: 0.592 1.163 -0.267
H: 1.816 0.389 -1.443
H: 2.191 1.798 -0.398
C: -2.388 0.780 0.248
N: -2.517 -0.112 -0.724
H: -1.563 0.560 0.860
H: -3.156 1.441 0.613
H: -3.140 0.117 -1.496

Least stable structure: <C>

<A>
DFT (wB97M-V/def2-TZVPD) results for a single C3H2O2 molecule.

As for the multiplicity: 3. The LUMO energy (spin up / spin down) is 1.079 / -2.302 eV.

CARTESIAN COORDINATES (ANGSTROEM)
C: 0.173 1.288 1.092
C: 1.666 2.314 0.562
C: -0.062 0.010 0.308
O: 1.931 3.278 1.111
O: 0.556 0.162 1.599
H: -1.020 -0.533 0.191
H: 0.767 -0.440 -0.395

<B>
DFT (wB97M-V/def2-TZVPD) results for a single C3H2O2 molecule.

As for the multiplicity: 3. The LUMO energy (spin up / spin down) is 0.530 / -1.873 eV.

CARTESIAN COORDINATES (ANGSTROEM)
C: -1.989 -0.028 -0.105
C: -0.740 0.060 0.013
C: 1.577 -0.108 0.132
O: 0.369 -0.567 -0.130
O: -3.103 0.251 0.032
H: 2.328 -0.594 -0.448
H: 1.559 0.986 0.505

Least stable structure: <A>

<A>
DFT (wB97M-V/def2-TZVPD) results for a molecular structure, C3H4O3.

As for the multiplicity: 1. The LUMO energy is 0.698 eV.

CARTESIAN COORDINATES (ANGSTROEM)
O: 1.595 -0.540 -0.193
C: 0.437 0.223 -0.342
C: -0.874 -0.538 -0.591
O: -1.439 0.007 0.643
C: -0.254 0.576 0.970
O: 0.078 1.062 2.009
H: 2.132 -0.017 0.476
H: 0.574 1.088 -1.006
H: -0.772 -1.622 -0.514
H: -1.476 -0.239 -1.450

<B>
DFT (wB97M-V/def2-TZVPD) results for a molecular structure, C3H4O3.

As for the multiplicity: 1. The LUMO energy is 0.656 eV.

CARTESIAN COORDINATES (ANGSTROEM)
C: 0.091 0.688 0.375
C: -0.541 -0.299 -0.269
C: 0.749 -1.061 -0.306
O: -0.187 1.897 0.889
O: -1.779 -0.598 -0.752
O: 1.351 0.103 0.397
H: 0.630 2.263 1.248
H: -2.350 0.169 -0.636
H: 1.205 -1.226 -1.281
H: 0.831 -1.937 0.335

<C>
DFT (wB97M-V/def2-TZVPD) results for a single C3H4O3 molecule.

As for the multiplicity: 1. As for the SMILES: O=C[C@@H]1O[C@@H]1O. The LUMO energy is 0.713 eV.

CARTESIAN COORDINATES (ANGSTROEM)
O: -1.083 -2.164 -0.952
C: -0.404 -1.173 -0.840
C: -0.787 -0.047 0.068
O: -0.373 1.264 -0.354
C: 0.271 0.716 0.752
O: 1.595 0.367 0.576
H: 0.548 -1.040 -1.389
H: -1.789 -0.106 0.489
H: 0.058 1.189 1.712
H: 1.963 0.994 -0.062

Least stable structure: <B>

<A>
DFT (wB97M-V/def2-TZVPD) results for a molecular structure, C3H4O3.

As for the multiplicity: 1. The LUMO energy is 0.365 eV.

CARTESIAN COORDINATES (ANGSTROEM)
O: -1.297 -1.132 0.214
C: -0.588 -0.215 -0.437
C: -0.118 1.224 0.113
O: 1.304 0.707 0.194
C: 0.815 -0.477 -0.029
O: 1.132 -1.589 0.461
H: 0.076 -1.949 0.435
H: -0.741 -0.097 -1.530
H: -0.442 1.438 1.130
H: -0.143 2.090 -0.551

<B>
DFT (wB97M-V/def2-TZVPD) results for a molecular structure, C3H4O3.

As for the multiplicity: 1. The LUMO energy is 0.267 eV.

CARTESIAN COORDINATES (ANGSTROEM)
O: 0.641 1.601 -0.872
C: 0.302 0.301 -0.621
C: -0.954 0.199 0.195
O: -1.982 0.082 -0.430
C: 0.889 -1.231 0.495
O: -0.240 -1.461 0.878
H: 0.414 2.176 -0.123
H: 0.248 -0.207 -1.582
H: -0.865 0.624 1.225
H: 1.547 -2.084 0.835

<C>
DFT (wB97M-V/def2-TZVPD) results for a single C3H4O3 molecule.

As for the multiplicity: 1. As for the SMILES: O=CCC(=O)O. The LUMO energy is 0.598 eV.

CARTESIAN COORDINATES (ANGSTROEM)
O: 1.806 0.000 1.812
C: 1.123 0.479 0.926
C: -0.383 -0.017 0.653
C: -0.368 -0.144 -0.811
O: 0.615 0.165 -1.496
O: -1.374 -0.866 -1.328
H: 1.396 1.427 0.443
H: -1.025 0.807 0.964
H: -0.573 -0.977 1.134
H: -1.217 -0.874 -2.295

Least stable structure: <B>

<A>
DFT (wB97M-V/def2-TZVPD) results for a single C3H4O3 molecule.

As for the multiplicity: 1. As for the SMILES: O=CC(O)C=O. The LUMO energy is 0.044 eV.

CARTESIAN COORDINATES (ANGSTROEM)
O: 1.800 0.338 1.378
C: 1.061 -0.365 0.742
C: 0.242 0.112 -0.466
O: -0.069 -0.972 -1.284
C: -1.022 0.749 0.092
O: -2.066 0.141 0.072
H: 0.881 -1.435 0.977
H: 0.830 0.865 -1.005
H: -0.992 -1.205 -1.089
H: -0.937 1.758 0.530

<B>
DFT (wB97M-V/def2-TZVPD) results for a single C3H4O3 molecule.

As for the multiplicity: 1. As for the SMILES: O=CC(=O)CO. The LUMO energy is -0.437 eV.

CARTESIAN COORDINATES (ANGSTROEM)
O: -2.287 -1.290 -0.442
C: -1.859 -0.240 -0.037
C: -0.344 0.159 0.042
O: -0.288 1.194 -0.596
C: 1.122 -0.397 0.403
O: 2.027 0.542 -0.113
H: -2.461 0.713 -0.070
H: 1.319 -1.382 -0.053
H: 1.278 -0.480 1.489
H: 1.493 1.180 -0.624

<C>
DFT (wB97M-V/def2-TZVPD) results for a single C3H4O3 molecule.

As for the multiplicity: 1. As for the SMILES: O=CCOC=O. The LUMO energy is 0.269 eV.

CARTESIAN COORDINATES (ANGSTROEM)
O: 1.075 -1.186 -0.561
C: -0.099 -1.029 -0.810
C: -0.968 -0.057 -0.006
O: -0.193 1.136 -0.055
C: 0.955 0.992 0.690
O: 0.996 0.522 1.790
H: -0.512 -1.508 -1.710
H: -1.922 0.128 -0.497
H: -1.151 -0.365 1.032
H: 1.818 1.369 0.127

<D>
DFT (wB97M-V/def2-TZVPD) results for a single C3H4O3 molecule.

As for the multiplicity: 1. The LUMO energy is 0.015 eV.

CARTESIAN COORDINATES (ANGSTROEM)
O: 1.806 -0.762 -0.245
C: 1.018 0.264 -0.017
C: -1.268 0.084 -0.508
O: -1.156 0.410 0.845
C: 0.164 0.177 1.187
O: 0.564 0.118 2.323
H: 2.472 -0.491 -0.904
H: -0.218 0.570 -0.971
H: -1.308 -0.986 -0.719
H: -2.073 0.617 -0.990

Least stable structure: <D>